[1]
{"formula": "C36H49BaCl5F6N11O2P3S4Sb", "method": "wB97M-V/def2-TZVPD", "elements": ["H", "H", "H", "N", "H", "N", "N", "C", "H", "H", "H", "H", "C", "F", "H", "N", "H", "H", "C", "C", "C", "C", "C", "Cl", "H", "P", "C", "H", "C", "C", "H", "C", "C", "H", "H", "F", "H", "P", "H", "H", "H", "Cl", "H", "H", "H", "C", "Ba", "N", "C", "C", "H", "S", "C", "C", "S", "C", "Sb", "H", "C", "H", "H", "H", "C", "C", "N", "F", "C", "N", "F", "Cl", "C", "H", "H", "N", "H", "H", "S", "C", "C", "C", "O", "H", "H", "H", "N", "Cl", "N", "H", "H", "P", "C", "H", "C", "N", "F", "C", "C", "Cl", "C", "F", "H", "C", "C", "C", "H", "H", "H", "H", "H", "H", "O", "C", "S", "H", "H", "C", "H", "H"], "positions_angstrom": [[2.871, -5.407, -2.850], [1.203, -5.107, -2.308], [-4.447, -0.589, 1.847], [-1.997, -0.373, 3.846], [-3.354, 1.156, 4.386], [-3.376, -2.077, 4.133], [1.496, -2.506, -2.169], [0.634, -1.981, 3.522], [-2.051, -0.969, -1.028], [-0.646, -2.344, -5.098], [-1.401, 7.517, -0.033], [-0.876, -5.578, -0.191], [3.638, 0.936, -4.838], [2.701, 4.375, 1.146], [-5.377, 5.019, 1.719], [-3.969, 0.068, 1.250], [1.391, -2.664, -0.098], [-2.129, 0.499, -2.771], [-2.193, -1.314, -3.978], [2.022, -0.459, 4.059], [-0.651, 4.436, -1.392], [-0.422, 0.358, -4.068], [3.105, -0.422, -4.377], [-0.792, 3.645, -3.971], [4.115, 2.677, -3.580], [-0.898, -2.907, 3.259], [-1.589, 7.039, -2.117], [2.318, -0.816, -5.028], [2.690, -4.212, -1.009], [-0.822, 5.507, -0.457], [5.001, 1.199, -3.165], [-6.060, 2.987, 1.900], [-4.069, -0.937, 4.428], [-7.066, 3.242, 2.212], [-4.775, -3.459, 4.774], [4.646, 2.283, -0.384], [2.478, -4.179, 2.561], [3.664, 3.341, 0.385], [-6.367, 0.861, 2.008], [-0.240, 0.654, -5.108], [0.127, -5.171, 1.225], [6.320, -1.767, 2.510], [-0.669, -2.798, -3.384], [5.470, -1.761, 0.343], [4.366, -2.572, 1.527], [2.709, -1.640, 4.123], [0.292, 2.224, 1.056], [0.748, -0.691, 3.688], [-3.193, 0.102, 4.251], [4.048, 1.594, -3.522], [-2.961, -0.054, 1.260], [1.008, 2.871, 3.785], [2.913, 1.173, -2.601], [-1.282, 6.761, -0.795], [-0.349, 6.180, 5.261], [-1.431, 6.072, -3.093], [-0.740, 3.886, 5.045], [-2.513, 0.789, -4.473], [-5.132, 3.975, 1.607], [3.726, -1.865, 4.378], [-3.121, 4.328, 0.956], [4.457, 0.833, -5.551], [-3.865, 3.585, 1.207], [-3.883, -3.418, 4.149], [2.602, -0.196, -3.031], [3.082, 3.811, -1.053], [-4.366, 1.373, 1.406], [-1.526, -1.527, 0.930], [4.830, 4.452, 0.306], [-0.436, 5.191, 1.180], [-1.917, 0.186, -3.792], [2.058, 1.846, -2.718], [1.224, -4.602, 3.751], [1.821, -2.619, 3.783], [1.517, -3.414, -4.057], [-1.565, -3.652, -1.552], [-2.910, 3.570, 4.229], [2.137, -2.781, -0.884], [-0.854, -5.044, 0.759], [-1.506, -3.081, -0.649], [-0.266, 3.276, -1.080], [-2.767, -1.716, -3.145], [0.010, 1.105, -3.401], [3.132, -3.036, -3.416], [-1.136, -3.658, 0.534], [-2.186, 8.606, -2.558], [-3.485, 2.322, 1.095], [2.352, 0.537, 4.282], [3.928, -1.152, -4.343], [1.192, -0.871, -2.450], [-0.800, -1.966, -4.075], [2.941, -2.069, -0.673], [-1.737, -1.763, -0.382], [0.182, -0.938, -3.806], [4.229, 2.785, 1.794], [2.204, -4.682, -2.385], [5.007, -1.714, 1.328], [4.038, -0.210, 1.457], [-1.156, -2.662, 1.467], [2.470, 2.172, 0.443], [3.190, 1.160, -1.556], [-2.114, -1.672, 3.777], [2.123, -4.003, 3.584], [2.120, -3.367, -3.150], [-2.759, -1.504, -4.892], [2.337, -4.863, -0.212], [-1.659, 6.273, -4.129], [-5.094, -0.967, 4.742], [-3.126, -4.095, 4.554], [3.780, -4.206, -0.977], [0.723, -0.215, -1.231], [-5.680, 1.668, 1.793], [-0.640, 2.988, 7.197], [2.898, -4.319, 4.284], [-1.603, -5.485, 1.424], [-0.977, 4.826, -2.721], [-4.145, -3.751, 3.138], [2.831, 1.516, -5.288]], "homo_lumo_gap_ev": [4.936, 4.870], "spin_multiplicity": 2, "charge": -2}


[2]
{"formula": "C36H49GeN2O9PTa", "method": "wB97M-V/def2-TZVPD", "elements": ["H", "H", "H", "C", "H", "C", "H", "N", "O", "H", "H", "H", "C", "O", "C", "H", "Ta", "C", "H", "O", "C", "H", "H", "H", "H", "P", "H", "H", "C", "H", "C", "H", "H", "H", "H", "H", "H", "O", "H", "H", "C", "O", "C", "H", "C", "H", "H", "H", "O", "H", "C", "C", "C", "H", "C", "C", "C", "H", "C", "H", "H", "C", "C", "H", "O", "C", "N", "C", "H", "H", "C", "H", "H", "H", "C", "H", "O", "C", "H", "O", "C", "C", "H", "C", "H", "C", "H", "H", "C", "Ge", "H", "C", "C", "C", "C", "C", "H", "H", "C"], "positions_angstrom": [[0.422, -4.341, -0.039], [-5.677, -1.057, -2.689], [-1.649, -1.753, 1.401], [-3.116, 5.013, -0.365], [1.745, 2.640, -4.837], [0.544, 4.586, -1.778], [-3.727, -0.192, 1.066], [0.056, 3.385, -2.062], [0.465, 0.405, -3.805], [1.760, -3.041, 3.408], [2.125, -5.822, -0.694], [4.876, 2.244, 2.095], [2.245, -0.323, 0.963], [-3.695, 6.060, -0.577], [0.378, -2.261, 1.925], [2.506, 2.644, 0.899], [-1.430, 2.478, -0.668], [0.988, -3.994, -0.906], [0.250, -3.623, -1.624], [-1.363, 0.608, 3.017], [-2.618, 2.437, 2.155], [-5.030, -1.126, 0.336], [3.415, 1.552, 2.765], [-1.486, -4.861, 4.239], [3.512, -3.012, -3.602], [0.956, -1.502, 0.318], [-3.725, 2.599, -2.141], [1.823, 1.028, -0.677], [2.676, 0.720, -0.072], [3.876, -4.613, -1.676], [0.518, 2.680, -3.088], [5.297, -0.136, 2.571], [-1.655, -1.319, -1.173], [-2.040, -1.169, -2.877], [1.956, -1.427, -2.188], [-2.722, -3.269, 3.100], [-4.600, 5.679, 1.923], [-0.222, 4.033, 0.353], [1.919, -3.832, 1.861], [-1.692, -2.027, 3.784], [-4.501, -0.171, 0.297], [0.612, 6.107, 0.051], [2.993, -4.683, -2.320], [-0.131, -5.096, 2.196], [0.274, 5.007, -0.337], [-1.276, -3.437, 1.123], [-4.913, 0.113, -3.776], [0.886, -5.286, 3.607], [2.606, 5.107, -4.721], [-4.675, 4.310, 4.037], [0.161, 1.209, -2.945], [1.919, -2.839, -0.529], [-5.249, -0.054, -2.752], [3.214, -1.236, 2.665], [3.296, 1.938, 0.631], [-1.682, -2.949, 3.197], [1.784, -5.165, -1.501], [3.543, -1.846, -1.557], [-4.065, 4.746, 2.026], [-3.297, 2.206, 4.161], [1.798, -3.352, -3.514], [-3.342, 2.814, 3.269], [2.714, -3.309, -2.917], [-5.207, 0.627, 0.536], [-1.233, 1.092, 0.826], [2.561, -2.256, -1.809], [-2.645, 3.153, 1.042], [1.778, 4.549, -3.805], [-6.030, 0.673, -2.525], [3.961, 2.460, -0.063], [-2.477, -1.316, -1.889], [1.653, 0.223, 1.710], [3.236, -5.410, -3.099], [-0.417, -3.614, 4.841], [-3.028, 1.932, -1.637], [3.836, -1.798, 1.126], [-2.303, 4.391, -1.149], [0.287, -4.558, 3.052], [1.787, 6.202, -2.379], [-0.383, 0.975, -1.800], [-1.678, 1.263, 2.050], [-0.848, -4.031, 3.926], [5.240, 0.070, 0.832], [-1.115, -2.608, 1.820], [3.399, 0.274, -0.761], [4.631, 0.115, 1.741], [2.712, -3.246, 0.108], [2.829, 6.002, -4.444], [-3.308, 4.298, 0.960], [-3.741, 0.120, -1.498], [1.124, -5.766, -2.133], [3.485, -0.909, 1.657], [-4.089, 3.983, 3.188], [1.185, -3.422, 2.558], [1.400, 5.226, -2.645], [1.374, 3.232, -4.014], [-2.993, -2.280, -1.859], [0.408, -1.403, 2.606], [4.076, 1.528, 1.893]], "homo_lumo_gap_ev": 7.014, "spin_multiplicity": 1, "charge": -1, "relative_energy_kj_mol": 71.49}


[3]
{"formula": "C36H50F10N14O23S10", "method": "wB97M-V/def2-TZVPD", "elements": ["H", "F", "H", "C", "O", "C", "H", "N", "C", "O", "C", "H", "H", "O", "H", "F", "S", "C", "C", "C", "C", "C", "N", "C", "S", "O", "H", "C", "F", "H", "O", "H", "C", "C", "S", "H", "F", "H", "O", "N", "H", "H", "H", "C", "H", "O", "H", "C", "H", "F", "H", "O", "H", "H", "O", "H", "C", "O", "C", "C", "O", "S", "H", "H", "S", "H", "N", "O", "H", "C", "O", "S", "H", "C", "O", "C", "H", "H", "H", "C", "H", "H", "H", "S", "H", "N", "F", "H", "C", "O", "O", "H", "N", "C", "C", "C", "C", "S", "O", "N", "H", "N", "S", "H", "F", "H", "C", "C", "C", "O", "H", "C", "C", "N", "H", "F", "O", "O", "H", "H", "H", "N", "N", "N", "O", "F", "O", "C", "O", "C", "H", "N", "H", "F", "H", "N", "C", "H", "H", "H", "H", "S", "C"], "positions_angstrom": [[12.433, -22.977, -14.111], [14.686, -23.264, -11.436], [8.006, -21.356, -9.718], [11.398, -23.295, -14.242], [9.099, -22.490, -3.058], [9.452, -23.273, -10.455], [7.671, -10.367, 2.374], [9.850, -19.190, -9.511], [7.945, -24.134, -7.114], [6.085, -19.275, -3.513], [11.076, -20.511, -5.089], [13.474, -26.984, -4.930], [12.887, -13.455, -1.502], [3.409, -18.543, -4.904], [11.532, -21.391, -12.454], [7.649, -18.978, -8.670], [7.750, -18.851, 0.484], [10.207, -11.747, 2.281], [12.662, -20.126, -3.524], [7.876, -22.108, -8.954], [14.279, -17.868, -0.840], [12.530, -21.472, -6.867], [10.776, -23.226, -12.947], [7.109, -22.034, -7.764], [15.658, -21.772, -0.757], [13.248, -24.521, -10.049], [15.614, -27.222, -5.926], [12.731, -14.393, -0.988], [18.549, -23.289, -2.525], [12.237, -20.796, -7.670], [18.545, -21.245, -1.025], [11.370, -24.365, -14.445], [6.386, -23.007, -5.684], [11.827, -14.463, 0.120], [11.265, -18.223, -9.331], [16.981, -27.597, -4.858], [6.956, -18.288, -0.783], [7.083, -23.018, -4.846], [6.982, -17.358, 3.846], [9.465, -11.101, 1.313], [5.845, -23.953, -5.711], [13.687, -18.703, -1.215], [11.279, -25.464, -3.941], [8.618, -24.245, -8.292], [12.574, -17.734, 0.942], [13.932, -22.209, -9.476], [8.800, -25.202, -11.060], [9.315, -24.311, -11.385], [12.702, -22.863, -1.350], [9.136, -17.335, 2.667], [9.002, -9.201, 1.994], [7.584, -23.958, -2.389], [15.307, -28.013, -4.464], [9.996, -11.658, 3.337], [9.117, -17.144, -8.078], [14.301, -15.560, -2.086], [8.414, -10.049, 1.642], [8.144, -19.409, 3.140], [11.018, -22.258, -12.068], [10.269, -19.369, -3.024], [7.449, -18.205, -5.118], [9.182, -18.640, -8.305], [9.447, -19.057, -3.667], [9.963, -20.061, -2.239], [15.412, -24.571, -8.122], [11.739, -22.380, -2.742], [13.381, -16.691, -0.575], [9.433, -19.505, -7.150], [11.427, -13.627, 2.559], [10.376, -12.495, -0.371], [6.973, -20.075, 0.662], [7.706, -18.042, 2.823], [10.393, -12.709, -1.430], [12.341, -25.344, -3.784], [16.039, -20.558, -0.025], [8.651, -23.197, -9.209], [6.452, -21.244, -7.431], [10.689, -18.528, -2.471], [10.407, -21.352, -10.233], [12.117, -23.240, -2.189], [14.962, -23.883, -2.449], [10.181, -20.930, -5.524], [9.856, -25.141, -13.262], [17.676, -22.030, -1.888], [12.175, -23.635, -6.478], [7.153, -23.037, -6.906], [14.802, -22.401, 0.465], [13.600, -21.651, -6.977], [12.567, -16.745, 0.507], [5.190, -17.019, -5.907], [9.069, -24.517, -3.766], [7.853, -9.784, 0.746], [5.590, -19.725, -5.879], [15.951, -27.243, -4.889], [11.730, -22.824, -7.054], [10.948, -12.910, 1.908], [13.567, -15.542, -1.293], [14.325, -23.561, -9.902], [9.127, -18.850, 0.135], [16.573, -22.934, -1.033], [15.059, -17.647, -1.568], [15.863, -24.153, -9.487], [4.587, -18.386, -5.768], [16.244, -26.002, -3.171], [3.813, -18.358, -7.258], [14.342, -20.864, -4.839], [11.788, -15.657, 0.897], [13.408, -26.079, -4.345], [11.038, -13.256, 0.567], [15.391, -23.558, -7.056], [14.816, -18.110, 0.078], [14.218, -24.370, -3.063], [9.863, -24.248, -12.654], [12.864, -24.262, -2.984], [13.160, -19.823, -2.615], [12.194, -19.176, -10.292], [14.621, -21.353, -1.736], [17.123, -21.440, -3.046], [9.223, -25.129, -8.430], [11.882, -23.050, -8.109], [10.677, -22.773, -6.777], [8.621, -23.605, -3.032], [7.052, -17.567, 1.402], [11.253, -20.056, -3.786], [12.090, -18.232, -8.116], [7.667, -20.483, -5.014], [11.317, -17.007, -10.154], [15.916, -25.861, -4.201], [14.566, -25.763, -7.847], [13.302, -20.647, -4.644], [11.208, -15.656, 1.808], [14.540, -25.432, -3.920], [7.940, -24.909, -6.362], [16.848, -25.246, -7.788], [10.821, -22.679, -14.932], [12.294, -20.902, -5.609], [10.332, -22.232, -10.853], [5.588, -22.282, -5.846], [11.171, -23.667, -1.858], [16.534, -25.055, -4.598], [9.114, -10.734, -0.732], [6.539, -19.250, -4.899], [9.576, -11.360, 0.017]], "homo_lumo_gap_ev": [4.966, 3.306], "spin_multiplicity": 2, "charge": 1}


[4]
{"formula": "C36H50O12", "method": "wB97M-V/def2-TZVPD", "elements": ["H", "H", "C", "O", "C", "C", "C", "O", "H", "C", "C", "H", "C", "C", "C", "H", "C", "O", "C", "C", "H", "C", "O", "H", "H", "C", "H", "C", "H", "H", "H", "C", "O", "H", "H", "C", "H", "C", "H", "H", "O", "C", "O", "C", "H", "H", "C", "H", "O", "C", "H", "H", "H", "H", "H", "C", "C", "H", "C", "H", "H", "C", "H", "H", "C", "H", "H", "C", "H", "H", "C", "H", "H", "O", "C", "H", "H", "C", "H", "H", "C", "H", "H", "H", "C", "H", "H", "H", "C", "O", "C", "C", "O", "H", "H", "H", "H", "O"], "positions_angstrom": [[8.618, 1.345, -0.599], [2.332, -2.281, 3.701], [6.425, 1.839, -0.255], [4.117, -4.201, 0.953], [-6.758, 1.775, -5.438], [-5.336, 1.915, -5.890], [-0.556, 1.604, -2.430], [-3.741, -2.929, 3.042], [0.771, -2.323, 2.844], [6.051, -0.204, -2.829], [-0.450, 0.735, 0.360], [-0.358, 2.528, 1.981], [-4.832, -3.995, 6.208], [-3.992, 3.429, -0.930], [0.610, -2.420, 5.008], [8.224, -0.162, 1.357], [-0.428, 2.332, 0.825], [-3.518, 3.423, -2.054], [-5.044, 3.360, -5.571], [-4.237, 3.862, 1.291], [4.235, 0.612, -3.990], [5.020, 1.049, -3.235], [4.263, -0.839, -1.010], [-1.368, -1.592, 4.695], [-0.429, 4.627, 0.020], [-0.470, 3.497, -0.335], [6.548, -0.695, 0.680], [2.705, -2.978, -0.621], [-6.496, 4.881, -5.049], [-5.693, -3.332, 6.357], [-4.678, 1.241, -5.337], [5.315, -1.352, -1.901], [-0.164, 0.998, 4.750], [-2.723, -3.905, 6.724], [8.248, -0.636, -2.389], [-5.139, 2.582, -0.466], [-5.954, 2.589, -1.193], [-0.485, -1.145, -1.784], [8.090, -1.476, -0.111], [1.326, -2.401, 5.839], [-7.333, 3.005, -5.300], [-0.532, 3.175, -1.953], [-7.340, 0.719, -5.254], [2.687, -4.177, 0.498], [-3.676, -2.504, 7.273], [-0.600, 1.379, -3.597], [1.286, -1.964, 3.742], [-4.690, 3.442, -4.536], [-3.517, 4.186, 0.102], [-0.440, -1.358, 5.223], [-6.255, 4.064, 0.602], [-5.689, -4.375, 4.259], [6.237, 2.557, -1.190], [-5.991, 2.590, 1.550], [6.262, -0.743, -3.874], [4.439, -2.763, 1.086], [7.681, -0.489, 0.367], [-3.642, 3.154, 1.877], [0.195, -0.157, 4.590], [-0.630, -1.191, 6.285], [-4.174, -5.287, 4.597], [-3.556, -3.240, 6.472], [7.991, 1.138, -2.973], [0.201, -3.431, 4.939], [3.821, -2.062, -0.261], [0.673, -3.562, -1.531], [-4.960, -4.865, 6.858], [-6.398, 4.007, -5.699], [1.188, -1.204, -3.406], [1.749, -0.632, -1.697], [1.085, -1.429, -2.238], [6.063, -2.037, -1.306], [-4.783, 1.563, -0.292], [5.074, -2.276, 2.154], [-4.711, -4.346, 4.747], [6.941, 2.545, 0.558], [-6.622, 4.303, -6.729], [1.629, -2.928, -1.856], [5.422, 1.363, 0.116], [4.537, 1.560, -2.289], [7.508, 0.295, -2.284], [-4.396, 4.767, 1.884], [4.766, -2.079, -2.673], [-5.281, 1.717, -6.964], [7.577, 0.773, -0.726], [-4.289, 3.808, -6.222], [2.020, -3.439, -2.848], [-1.247, -1.197, -2.676], [-5.536, 3.264, 0.819], [1.728, -5.001, 0.928], [-0.505, 0.445, -1.269], [-3.878, -3.217, 4.220], [1.215, -0.540, 3.768], [5.684, 1.815, -3.855], [-0.394, -0.149, 1.154], [-0.535, 4.059, -2.723], [-0.858, -1.836, -0.915], [-3.252, -2.573, 5.248]], "homo_lumo_gap_ev": 6.662, "spin_multiplicity": 1, "charge": 0, "smiles": "CC(C)C[C@H](C)COC1=C(CCCc2ccccc2)C(=O)OC1=O.O=C1CCCO1.O=C1CCCO1.O=C1CCCO1.O=C1CCCO1"}